{
  "formula": "C6H10O",
  "method": "ωB97M-V/def2-TZVPD",
  "symbols": ["C", "C", "C", "C", "C", "C", "O", "H", "H", "H", "H", "H", "H", "H", "H", "H", "H"],
  "coordinates": [[-2.085, -0.381, -0.379], [-1.530, 0.999, -0.197], [-0.256, 1.418, -0.252], [0.971, 0.649, -0.482], [1.251, -0.620, -0.149], [2.580, -1.188, -0.462], [3.485, -0.575, -0.990], [-2.760, -0.629, 0.448], [-1.320, -1.152, -0.440], [-2.676, -0.422, -1.302], [-2.280, 1.772, -0.030], [-0.091, 2.490, -0.155], [-0.346, 0.238, 2.370], [1.787, 1.196, -0.955], [0.551, -1.263, 0.375], [0.000, -0.279, 2.779], [2.720, -2.251, -0.179]],
  "total_charge": 0,
  "homo_energy_ev": -9.190,
  "e_lumo_ev": -0.202,
  "multiplicity": 1,
  "homo_lumo_gap_ev": 8.9884,
  "smiles": "C/C=C\\C=C\\C=O.[H][H]",
  "de_lowest_kj_mol": 189.67
}

=====

{
  "formula": "C39H46N8O3PS6TeV",
  "method": "ωB97M-V/def2-TZVPD",
  "symbols": ["V", "S", "C", "S", "C", "C", "S", "S", "S", "C", "Te", "C", "C", "C", "C", "C", "C", "C", "H", "H", "H", "H", "H", "H", "H", "H", "C", "C", "N", "C", "C", "N", "C", "C", "H", "H", "H", "H", "H", "H", "H", "H", "H", "H", "H", "H", "H", "N", "C", "C", "C", "C", "N", "C", "C", "H", "H", "H", "H", "C", "O", "P", "O", "C", "O", "C", "H", "H", "H", "H", "H", "H", "H", "H", "H", "N", "C", "S", "C", "C", "C", "N", "C", "C", "H", "H", "H", "H", "H", "H", "N", "C", "N", "C", "C", "C", "C", "C", "C", "H", "H", "H", "H", "H", "H"],
  "coordinates": [[0.995, 0.680, -1.035], [-0.718, 6.758, 2.479], [-0.495, 5.364, 1.656], [-0.204, 5.277, -0.047], [-0.077, 3.542, -0.195], [-0.214, 2.849, 0.946], [-0.237, 1.090, 1.022], [-0.507, 3.791, 2.387], [0.154, 2.799, -1.771], [-2.230, -3.703, 2.597], [-1.508, -1.777, 2.013], [-1.999, -1.141, 3.978], [-2.754, -2.288, 4.617], [-3.323, -2.131, 5.883], [-4.004, -3.175, 6.484], [-4.123, -4.395, 5.825], [-3.557, -4.559, 4.573], [-2.868, -3.511, 3.960], [-1.407, -4.417, 2.638], [-2.950, -4.060, 1.863], [-2.595, -0.233, 3.919], [-1.080, -0.910, 4.513], [-3.227, -1.181, 6.398], [-4.440, -3.041, 7.467], [-4.655, -5.215, 6.291], [-3.645, -5.512, 4.061], [-5.217, -0.162, -1.021], [-3.712, -0.492, -1.175], [-2.944, 0.732, -1.425], [-3.189, 1.706, -0.359], [-4.667, 2.171, -0.392], [-5.389, 1.293, -1.394], [-4.847, 1.543, -2.782], [-3.318, 1.312, -2.713], [-5.563, -0.261, 0.005], [-5.864, -0.745, -1.672], [-3.555, -1.182, -2.005], [-3.351, -0.951, -0.256], [-2.520, 2.554, -0.500], [-2.937, 1.246, 0.593], [-4.789, 3.197, -0.731], [-5.175, 2.052, 0.562], [-6.378, 1.523, -1.382], [-5.119, 2.560, -3.055], [-5.358, 0.850, -3.447], [-2.772, 2.248, -2.830], [-3.015, 0.647, -3.521], [5.809, -0.136, 6.630], [5.140, 0.009, 5.700], [4.309, 0.190, 4.548], [4.440, -0.610, 3.396], [3.668, -0.505, 2.297], [2.658, 0.605, 2.177], [2.418, 1.313, 3.479], [3.237, 1.103, 4.532], [5.195, -1.388, 3.376], [3.772, -1.077, 1.392], [1.572, 1.980, 3.441], [3.020, 1.680, 5.425], [1.903, -3.316, 1.470], [2.337, -2.807, 0.188], [1.507, -1.834, -0.771], [2.321, -2.211, -2.127], [3.648, -1.688, -2.277], [0.139, -2.618, -1.045], [0.135, -3.961, -1.582], [2.715, -3.928, 1.847], [1.009, -3.925, 1.336], [1.694, -2.519, 2.175], [3.722, -0.663, -1.902], [3.889, -1.703, -3.336], [4.353, -2.316, -1.734], [-0.774, -4.441, -1.230], [1.005, -4.518, -1.242], [0.137, -3.910, -2.668], [0.231, -0.618, -7.908], [-0.522, -0.955, -6.859], [-1.944, -1.759, -7.026], [0.027, -0.520, -5.501], [1.248, 0.112, -5.343], [1.687, 0.477, -4.077], [0.975, 0.241, -2.977], [-0.222, -0.362, -3.137], [-0.715, -0.756, -4.358], [-0.074, -0.914, -8.821], [1.122, -0.163, -7.831], [1.902, 0.341, -6.171], [2.643, 0.961, -3.941], [-0.812, -0.530, -2.238], [-1.672, -1.255, -4.440], [4.040, 2.406, 1.462], [3.091, 1.534, 1.150], [2.740, 1.509, -0.102], [3.564, 2.513, -0.686], [3.645, 2.983, -1.997], [4.565, 3.972, -2.272], [5.391, 4.512, -1.269], [5.307, 4.075, 0.035], [4.380, 3.068, 0.291], [4.387, 2.550, 2.401], [1.744, 0.264, 1.848], [2.976, 2.624, -2.760], [4.643, 4.357, -3.281], [6.099, 5.290, -1.525], [5.926, 4.493, 0.819]],
  "total_charge": 1,
  "homo_energy_ev": [-8.619, -8.617],
  "e_lumo_ev": [-3.276, -3.447],
  "multiplicity": 4,
  "homo_lumo_gap_ev": [5.3437, 5.1700],
  "s_squared": 3.77
}